No. 1
Below is a 3-piece molecular cluster, C2H9NO4 overall, with properties calculated with ωB97M-V/def2-TZVPD.

Last column: Mulliken charge in e.
Geometry (Å):
O1 -0.775 1.009 0.387  -0.5748
C1 -1.023 -0.111 0.788  0.0878
N1 -0.177 -1.046 1.253  -0.0807
C2 1.295 -0.849 1.247  -0.6050
O2 1.890 -1.666 0.285  -0.5352
H1 -2.073 -0.463 0.774  0.3829
H2 -0.510 -1.727 1.892  0.2478
H3 1.477 0.186 1.006  0.4206
H4 1.638 -1.065 2.252  0.3036
H5 1.794 -1.225 -0.569  0.3837
O3 -2.349 1.322 -2.078  -0.6177
H6 -2.041 1.911 -1.383  0.3326
H7 -2.668 0.564 -1.581  0.2841
O4 1.476 0.816 -1.481  -0.6439
H8 1.041 1.018 -0.643  0.2917
H9 1.005 1.327 -2.147  0.3224

As for the total energy: -11900.148 eV. The SMILES is O=CNCO.O.O. For the HOMO energy, the calculation gives -10.647 eV.

No. 2
Below is C6H12BNOTi as an isolated structure, with properties calculated with ωB97M-V/def2-TZVPD.

Last column: Mulliken spin population.
Geometry (Å):
C1 -0.795 3.135 -0.158  -0.0091
C2 -1.081 1.492 -0.065  0.1131
C3 0.188 0.707 -0.749  -0.0057
C4 -0.109 -0.886 -1.094  -0.0032
C5 0.676 -1.923 -0.077  -0.0027
B1 0.081 -1.958 1.455  -0.0007
O1 1.035 -1.850 2.612  0.0002
C6 1.896 -3.068 2.443  0.0002
N1 2.983 -3.761 2.174  0.0000
H1 -0.358 3.365 -1.221  -0.0079
H2 -0.020 3.510 0.640  -0.0008
H3 -1.826 3.722 -0.030  -0.0027
H4 -1.297 1.176 1.055  0.0026
H5 -2.015 1.296 -0.780  -0.1032
H6 0.424 1.271 -1.773  -0.0321
H7 1.177 0.757 -0.099  0.0007
H8 -1.265 -1.123 -1.206  0.0070
H9 0.359 -1.081 -2.174  0.0034
H10 1.812 -1.574 -0.027  -0.0003
H11 0.600 -3.024 -0.526  -0.0004
H12 -1.063 -2.111 1.752  0.0001
Ti1 -1.403 1.926 -2.153  1.0416

Its net charge is +1. As for the total energy: -33729.696 eV. Its multiplicity is 2. For the HOMO energy (spin up / spin down), the calculation gives -11.905 / -11.123 eV.

No. 3
Below is C36H30ClF2MnNO4 as an isolated structure, with properties calculated with ωB97M-V/def2-TZVPD.

Last column: Mulliken spin population.
Geometry (Å):
Mn1 -1.146 -0.646 0.375  3.1869
O1 -0.474 -0.372 2.017  0.0695
C1 0.779 -0.332 2.574  0.0127
C2 1.648 -1.439 1.910  0.0327
C3 1.954 -1.117 0.484  -0.0163
C4 3.279 -0.997 0.080  -0.0020
C5 3.569 -0.826 -1.260  0.0036
C6 2.521 -0.826 -2.160  -0.0060
C7 1.216 -0.923 -1.691  0.0066
C8 0.073 -1.019 -2.647  0.0435
C9 -0.984 0.112 -2.455  -0.0100
O2 -1.520 -0.018 -1.197  0.0898
C10 -2.048 -0.114 -3.533  0.0114
C11 -2.041 0.603 -4.721  -0.0014
C12 -3.008 0.362 -5.681  0.0001
C13 -3.976 -0.604 -5.463  0.0003
C14 -3.970 -1.337 -4.288  -0.0010
C15 -3.008 -1.095 -3.325  0.0002
C16 -0.400 1.515 -2.566  -0.0088
C17 -1.078 2.550 -1.930  0.0030
C18 -0.601 3.845 -1.991  0.0010
C19 0.564 4.123 -2.685  -0.0008
C20 1.237 3.101 -3.330  0.0003
C21 0.753 1.805 -3.281  -0.0016
N1 0.942 -1.015 -0.385  -0.0296
C22 1.494 0.996 2.304  0.0114
C23 2.613 1.328 3.057  -0.0012
C24 3.328 2.478 2.780  -0.0002
C25 2.936 3.306 1.741  0.0003
C26 1.811 2.991 0.999  0.0031
C27 1.090 1.843 1.283  0.0222
C28 0.625 -0.505 4.087  0.0082
C29 1.264 -1.480 4.837  -0.0006
C30 1.046 -1.565 6.203  0.0001
C31 0.187 -0.682 6.830  -0.0008
C32 -0.456 0.293 6.086  0.0012
C33 -0.235 0.383 4.725  0.0025
H1 1.072 -2.369 1.932  -0.0058
H2 2.583 -1.572 2.453  -0.0023
H3 4.064 -1.051 0.816  -0.0004
H4 4.589 -0.725 -1.598  0.0001
H5 2.702 -0.767 -3.221  0.0001
H6 -0.448 -1.961 -2.440  -0.0081
H7 0.418 -1.042 -3.681  -0.0016
H8 -1.288 1.356 -4.898  0.0001
H9 -3.005 0.937 -6.595  0.0000
H10 -4.737 -0.778 -6.208  0.0000
H11 -4.717 -2.098 -4.119  -0.0001
H12 -3.003 -1.653 -2.398  0.0052
H13 -1.985 2.328 -1.383  0.0002
H14 -1.138 4.637 -1.490  0.0000
H15 0.941 5.133 -2.732  0.0001
H16 2.150 3.310 -3.873  0.0000
H17 1.278 1.030 -3.817  0.0004
H18 2.916 0.683 3.869  0.0000
H19 4.192 2.728 3.379  0.0000
H20 3.503 4.197 1.518  0.0000
H21 1.489 3.640 0.196  0.0000
H22 0.196 1.614 0.701  -0.0184
H23 1.928 -2.192 4.371  0.0001
H24 1.545 -2.335 6.775  0.0000
H25 0.018 -0.756 7.893  0.0000
H26 -1.139 0.976 6.569  0.0001
H27 -0.742 1.133 4.137  0.0005
Cl1 -2.756 -5.007 -1.116  0.0000
C34 -1.806 -4.841 0.377  -0.0095
C35 -1.015 -3.535 0.251  0.0205
O3 0.137 -3.542 -0.154  0.0107
O4 -1.684 -2.498 0.587  -0.0371
H28 -1.135 -5.697 0.444  -0.0007
H29 -2.503 -4.793 1.212  0.0000
F1 -3.909 -0.065 0.175  -0.0234
C36 -2.891 -0.060 1.070  -0.3406
F2 -2.504 1.264 1.159  -0.0209
H30 -3.302 -0.348 2.054  0.0006

As for the total energy: -96777.381 eV. Its multiplicity is 4. For the HOMO energy (spin up / spin down), the calculation gives -8.961 / -8.968 eV.

No. 4
Below is a 10-piece molecular cluster, C10H30N10O20 overall, with properties calculated with ωB97M-V/def2-TZVPD.

Last column: Mulliken charge in e.
Geometry (Å):
C1 -0.118 -4.776 -0.313  -0.6571
N1 1.367 -4.550 -0.318  0.9593
O1 1.815 -4.187 -1.408  -0.5496
O2 2.029 -4.716 0.653  -0.5346
H1 -0.410 -5.085 -1.306  0.2850
H2 -0.634 -3.844 -0.084  0.2035
H3 -0.315 -5.535 0.424  0.2947
C2 3.302 -2.212 3.184  -0.3884
N2 4.218 -1.435 2.287  0.9282
O3 5.363 -1.749 2.127  -0.5707
O4 3.744 -0.440 1.801  -0.5327
H4 2.318 -2.132 2.700  -0.0278
H5 3.309 -1.692 4.111  0.2780
H6 3.658 -3.221 3.255  0.2816
C3 -1.488 2.517 4.308  -0.6079
N3 -0.251 1.707 4.387  1.0443
O5 0.762 2.211 4.015  -0.5515
O6 -0.314 0.556 4.822  -0.5719
H7 -1.754 2.446 3.294  0.1512
H8 -1.287 3.544 4.657  0.2536
H9 -2.237 2.006 4.904  0.2993
C4 -2.403 -1.037 2.552  -0.4342
N4 -3.580 -0.314 3.168  0.9462
O7 -4.331 -0.904 3.921  -0.5835
O8 -3.742 0.851 2.832  -0.5291
H10 -2.407 -0.570 1.538  0.0543
H11 -2.565 -2.089 2.498  0.2553
H12 -1.524 -0.791 3.090  0.2287
C5 4.055 3.083 1.156  -0.7273
N5 4.529 2.200 0.039  0.9323
O9 3.640 1.721 -0.656  -0.4826
O10 5.704 2.015 -0.098  -0.5375
H13 3.307 3.763 0.714  0.2553
H14 4.899 3.602 1.625  0.2915
H15 3.636 2.380 1.845  0.2785
C6 -2.986 -1.025 -4.202  -0.7900
N6 -3.348 -1.355 -2.754  0.9702
O11 -2.702 -2.163 -2.117  -0.5338
O12 -4.335 -0.823 -2.326  -0.5182
H16 -2.453 -0.120 -4.126  0.2685
H17 -3.939 -0.716 -4.584  0.3567
H18 -2.499 -1.858 -4.702  0.2365
C7 1.109 -2.375 -4.201  -0.7150
N7 0.817 -0.960 -4.612  0.8569
O13 1.520 -0.495 -5.468  -0.5271
O14 -0.007 -0.324 -3.974  -0.4640
H19 0.203 -2.811 -3.841  0.2141
H20 1.811 -2.307 -3.382  0.3257
H21 1.550 -2.897 -5.097  0.3313
C8 1.182 2.706 -2.523  -0.3653
N8 -0.178 3.344 -2.214  1.0066
O15 -1.155 2.638 -2.184  -0.5053
O16 -0.181 4.504 -1.944  -0.5955
H22 1.082 1.710 -2.774  0.0161
H23 1.820 2.828 -1.652  0.0970
H24 1.694 3.335 -3.278  0.3597
C9 -4.041 2.954 -0.606  -0.8554
N9 -2.893 2.222 -0.036  0.9419
O17 -2.104 2.952 0.451  -0.5540
O18 -2.747 1.042 -0.205  -0.4067
H25 -3.752 3.433 -1.536  0.2789
H26 -4.335 3.801 0.095  0.2913
H27 -4.844 2.229 -0.836  0.3200
C10 0.496 -0.159 -0.212  -0.7012
N10 0.387 -0.636 1.225  1.0369
O19 0.327 -1.862 1.356  -0.5371
O20 0.555 0.118 2.121  -0.3734
H28 -0.033 -0.908 -0.839  0.1196
H29 1.557 -0.199 -0.438  0.3366
H30 0.129 0.852 -0.312  0.1429

As for the total energy: -66679.249 eV. The SMILES is C[N+](=O)[O-].C[N+](=O)[O-].C[N+](=O)[O-].C[N+](=O)[O-].C[N+](=O)[O-].C[N+](=O)[O-].C[N+](=O)[O-].C[N+](=O)[O-].C[N+](=O)[O-].C[N+](=O)[O-]. For the HOMO energy, the calculation gives -10.883 eV.

No. 5
Below is C14H13Cl2I2IrNO4 as an isolated structure, with properties calculated with ωB97M-V/def2-TZVPD.

Last column: Mulliken spin population.
Geometry (Å):
Ir1 0.569 -0.006 1.170  0.0155
C1 -1.433 3.191 0.287  0.0684
C2 -1.673 2.427 1.538  0.4586
C3 -2.703 2.878 2.510  0.0245
O1 -0.493 1.966 2.117  0.0707
C4 -2.440 0.548 0.801  0.0431
O2 -3.396 0.835 0.263  0.1864
O3 -1.633 -0.282 1.184  0.0948
H1 -1.109 4.204 0.556  0.0277
H2 -2.345 3.278 -0.301  -0.0033
H3 -0.644 2.735 -0.309  -0.0041
H4 -2.348 3.782 3.022  0.0226
H5 -2.904 2.122 3.273  0.0112
H6 -3.636 3.123 2.007  -0.0038
H7 -0.583 1.912 3.082  -0.0075
I1 0.756 2.520 -3.350  0.0000
C5 0.846 0.489 -3.008  -0.0006
C6 1.021 -0.439 -4.055  0.0006
C7 1.034 -1.786 -3.811  -0.0011
I2 1.359 -3.077 -5.387  0.0000
C8 0.822 -2.258 -2.495  0.0001
C9 0.706 -3.608 -2.108  -0.0006
C10 0.457 -3.929 -0.790  0.0001
C11 0.362 -2.914 0.163  -0.0008
N1 0.510 -1.638 -0.170  -0.0053
C12 0.701 -1.295 -1.475  -0.0008
C13 0.722 0.055 -1.712  0.0039
O4 0.610 0.887 -0.661  0.0004
H8 1.149 -0.079 -5.067  0.0000
H9 0.800 -4.390 -2.850  -0.0001
H10 0.338 -4.956 -0.478  0.0001
H11 0.155 -3.134 1.202  0.0008
Cl1 3.110 -0.052 1.416  -0.0006
C14 3.026 -0.686 3.074  -0.0001
Cl2 1.310 -0.653 3.538  -0.0006
H12 3.602 -0.052 3.742  -0.0001
H13 3.375 -1.714 3.079  0.0001

Its net charge is +2. As for the total energy: -68475.252 eV. Its multiplicity is 2. For the HOMO energy (spin up / spin down), the calculation gives -13.629 / -13.628 eV.

No. 6
Below is a 2-piece molecular cluster, C4H11N3O3 overall, with properties calculated with ωB97M-V/def2-TZVPD.

Last column: Mulliken charge in e.
Geometry (Å):
C1 0.838 -1.975 1.138  -1.3429
C2 0.215 -0.620 1.280  0.8041
N1 0.948 0.326 1.937  -0.4446
N2 -1.042 -0.518 1.023  -0.4888
O1 -1.588 0.772 1.256  -0.4553
H1 1.263 -2.294 2.087  0.4183
H2 0.103 -2.699 0.798  0.3078
H3 1.643 -1.922 0.405  0.3015
H4 0.555 1.255 1.950  0.2666
H5 1.950 0.257 1.889  0.2390
H6 -2.468 0.697 0.860  0.3427
C3 0.144 2.210 -1.353  -1.2010
C4 0.164 0.709 -1.369  1.0260
O2 1.131 -0.009 -1.379  -0.5955
O3 -1.114 0.249 -1.733  -0.2409
N3 -1.264 -1.152 -1.839  -0.5522
H7 -0.438 2.580 -2.192  0.3389
H8 1.157 2.602 -1.387  0.3315
H9 -0.344 2.533 -0.434  0.2763
H10 -1.523 -1.471 -0.899  0.3693
H11 -0.332 -1.529 -2.039  0.2993

As for the total energy: -14936.891 eV. The SMILES is C/C(N)=N/O.CC(=O)ON. For the HOMO energy, the calculation gives -8.848 eV.

No. 7
Below is a 12-piece molecular cluster, C33H95N5O18 overall, with properties calculated with ωB97M-V/def2-TZVPD.

Last column: Mulliken charge in e.
Geometry (Å):
C1 1.287 2.385 -3.010  -0.8198
O1 1.577 2.898 -1.772  0.2684
C2 2.963 2.753 -1.447  -1.2335
C3 3.337 3.072 0.006  2.2271
C4 3.047 4.516 0.392  -1.5378
N1 4.713 2.793 0.361  -0.6050
H1 1.791 3.052 -3.709  0.3963
H2 0.229 2.473 -3.259  0.0692
H3 1.556 1.346 -3.199  0.1518
H4 3.278 1.751 -1.738  0.0225
H5 3.706 3.343 -1.983  0.6593
H6 2.701 2.431 0.617  -0.5998
H7 1.990 4.738 0.249  0.1150
H8 3.485 5.159 -0.372  0.4157
H9 3.240 4.877 1.402  0.4838
H10 4.916 1.817 0.195  -0.0473
H11 4.859 2.926 1.352  0.3882
C5 -5.255 4.063 -3.429  -0.4390
O2 -5.290 2.757 -3.985  -0.3476
C6 -5.230 1.703 -3.032  -0.9767
C7 -3.905 1.449 -2.235  1.2797
C8 -2.786 0.913 -3.217  -1.1171
N2 -4.196 0.471 -1.218  -0.6730
H12 -5.115 4.770 -4.247  0.3079
H13 -4.377 4.212 -2.802  0.0287
H14 -6.151 4.335 -2.870  0.3216
H15 -6.044 1.781 -2.311  0.3851
H16 -5.430 0.762 -3.543  0.3561
H17 -3.664 2.445 -1.865  -0.3600
H18 -1.830 0.798 -2.706  0.0320
H19 -2.610 1.608 -4.038  0.3958
H20 -3.054 -0.055 -3.639  0.3252
H21 -4.588 0.944 -0.416  0.2963
H22 -3.298 0.166 -0.871  0.2134
C9 6.441 0.567 -1.581  -0.6938
O3 5.961 0.359 -0.275  -0.5395
C10 5.168 -0.825 -0.134  -0.2196
C11 4.595 -0.897 1.309  1.4607
C12 5.644 -1.305 2.241  -1.9799
N3 3.577 -1.895 1.362  -0.7469
H23 7.139 1.404 -1.588  0.2317
H24 5.558 0.743 -2.196  0.0847
H25 7.102 -0.197 -1.991  0.3943
H26 4.295 -0.807 -0.787  -0.2087
H27 5.725 -1.713 -0.432  0.6917
H28 4.236 0.077 1.641  0.0605
H29 6.093 -2.273 2.020  0.3658
H30 5.154 -1.378 3.211  0.4057
H31 6.485 -0.612 2.216  0.4233
H32 2.783 -1.342 1.074  -0.0421
H33 3.295 -2.123 2.304  0.0241
C13 -4.178 7.471 -1.040  -0.8654
O4 -3.241 6.379 -1.005  -0.2261
C14 -1.887 6.690 -1.254  -1.0707
C15 -1.035 5.308 -1.343  0.3528
C16 -1.058 4.446 -0.069  -0.8538
N4 0.375 5.635 -1.669  -0.6464
H34 -5.208 7.142 -1.173  0.2208
H35 -3.940 8.188 -1.825  0.3510
H36 -3.992 8.045 -0.132  0.3298
H37 -1.895 7.264 -2.181  0.5132
H38 -1.459 7.261 -0.431  0.3570
H39 -1.508 4.709 -2.121  0.2005
H40 -0.439 3.549 -0.051  -0.2422
H41 -2.078 4.181 0.212  0.6636
H42 -0.755 5.142 0.714  0.4404
H43 0.884 4.773 -1.535  0.0140
H44 0.582 6.195 -0.855  0.4339
C17 -0.379 -3.089 -2.599  -0.3212
O5 -0.127 -4.377 -3.087  -0.2622
C18 -1.053 -4.890 -4.099  -0.5006
C19 -0.384 -6.143 -4.673  0.4877
C20 -1.346 -6.990 -5.451  -1.4674
N5 0.301 -7.037 -3.699  -0.7992
H45 0.310 -2.892 -1.778  -0.1120
H46 -1.362 -2.893 -2.169  0.0710
H47 -0.249 -2.311 -3.350  0.4501
H48 -2.056 -5.078 -3.718  0.2479
H49 -1.082 -4.147 -4.896  0.3549
H50 0.472 -5.930 -5.313  0.2367
H51 -2.189 -7.302 -4.834  0.3403
H52 -0.772 -7.852 -5.790  0.4161
H53 -1.766 -6.397 -6.263  0.3410
H54 1.112 -6.544 -3.354  0.2541
H55 0.686 -7.800 -4.237  0.2740
O6 -1.366 3.625 4.278  -0.6308
C21 -0.238 2.906 3.775  1.0105
C22 1.120 3.650 3.856  -0.0631
O7 1.678 3.590 5.175  -0.5771
H56 -1.443 3.337 5.191  0.3873
H57 -0.232 1.898 4.191  -0.0506
H58 -0.455 2.721 2.722  -0.7741
H59 1.041 4.720 3.665  0.2788
H60 1.819 3.278 3.106  -0.0152
H61 1.087 4.034 5.786  0.3190
O8 -2.112 -1.396 2.514  -0.2492
C23 -2.870 -0.859 3.636  -0.3559
C24 -3.322 -1.858 4.694  -0.5803
O9 -2.285 -2.275 5.554  -0.6501
H62 -1.446 -1.961 2.912  0.0286
H63 -2.215 -0.122 4.102  0.1864
H64 -3.757 -0.261 3.426  0.4878
H65 -3.607 -2.824 4.277  0.2232
H66 -4.170 -1.457 5.249  0.3844
H67 -1.659 -2.748 5.001  0.4962
O10 2.175 -1.073 7.093  -0.5344
C25 1.516 -0.712 5.845  -0.3423
C26 2.419 -1.000 4.621  0.1180
O11 2.651 -2.381 4.368  -0.6272
H68 2.436 -1.997 7.065  0.3239
H69 0.590 -1.282 5.781  0.2745
H70 1.264 0.348 5.843  0.1894
H71 3.340 -0.464 4.849  0.3614
H72 1.986 -0.608 3.701  -0.0761
H73 2.945 -2.771 5.195  0.3012
O12 -2.919 -4.662 0.909  -0.6578
C27 -3.632 -3.680 0.125  0.5654
C28 -3.752 -4.238 -1.317  -0.5180
O13 -4.799 -5.226 -1.476  -0.5807
H74 -3.526 -5.328 1.241  0.3269
H75 -4.583 -3.462 0.611  0.4252
H76 -3.090 -2.735 0.162  -0.5002
H77 -2.865 -4.678 -1.774  0.1396
H78 -4.011 -3.372 -1.925  0.3911
H79 -4.605 -5.876 -0.797  0.3214
O14 0.833 -0.937 1.115  1.0651
C29 0.637 -0.125 0.022  1.0585
C30 -0.608 0.767 0.132  1.7074
O15 -1.760 -0.082 0.157  0.2803
H80 0.264 -1.709 1.073  -0.4791
H81 1.529 0.491 -0.090  -0.4343
H82 0.639 -0.792 -0.840  -0.8089
H83 -0.817 1.402 -0.729  -0.3525
H84 -0.549 1.427 0.997  -1.5321
H85 -1.945 -0.511 0.995  -0.0682
O16 -0.399 -3.477 0.862  -0.0215
C31 0.467 -4.148 1.740  -0.4444
C32 -0.219 -4.381 3.106  -0.6735
O17 -0.329 -3.120 3.756  -0.6825
H86 -1.192 -4.016 0.896  -0.1685
H87 0.735 -5.121 1.327  0.4262
H88 1.394 -3.590 1.874  0.2672
H89 0.253 -5.093 3.782  0.5180
H90 -1.208 -4.806 2.930  0.3059
H91 0.602 -2.914 3.865  0.1410
C33 2.953 -1.039 -3.207  0.1069
O18 2.724 -0.724 -4.534  -0.5338
H92 3.022 -2.112 -3.029  0.3471
H93 3.816 -0.478 -2.848  0.3279
H94 2.109 -0.754 -2.580  -0.5266
H95 3.553 -0.898 -4.986  0.3394

As for the total energy: -80059.259 eV. The SMILES is COC[C@H](C)N.COC[C@H](C)N.COC[C@H](C)N.COC[C@H](C)N.COC[C@H](C)N.OCCO.OCCO.OCCO.OCCO.OCCO.OCCO.CO. For the HOMO energy, the calculation gives -8.682 eV.

No. 8
Below is an isolated ion of composition C3H9N2O and charge +1, with properties calculated with ωB97M-V/def2-TZVPD.

Last column: Mulliken charge in e.
Geometry (Å):
N1 2.171 1.207 0.158  -0.3564
C1 1.101 0.430 0.329  0.6783
O1 0.858 -0.239 1.329  -0.6672
C2 0.051 0.347 -0.779  -0.6361
C3 -1.350 0.003 -0.250  -0.6164
N2 -1.238 -1.370 0.412  -0.3259
H1 2.998 0.911 0.656  0.2601
H2 2.284 2.052 -0.372  0.2232
H3 0.265 -0.343 -1.593  0.3201
H4 -0.093 1.367 -1.153  0.3213
H5 -2.088 -0.056 -1.043  0.3811
H6 -1.665 0.673 0.537  0.3650
H7 -0.661 -1.193 1.260  0.3863
H8 -0.535 -1.917 -0.096  0.3416
H9 -2.097 -1.874 0.604  0.3250

Its net charge is +1. As for the total energy: -8278.621 eV. The SMILES is NC(=O)CC[NH3+]. For the HOMO energy, the calculation gives -14.698 eV.